[1]
# C22H35BBaN8O3P

A structure of composition C22H35BBaN8O3P (ωB97M-V/def2-TZVPD, OMol25).

Cartesian coordinates (Å):
Ba1 0.002 -0.012 0.478
C1 -2.082 -3.400 -0.101
C2 -1.643 -2.872 -1.427
C3 -1.869 -3.405 -2.704
C4 -1.304 -2.502 -3.570
N1 -0.760 -1.498 -2.849
N2 -0.967 -1.732 -1.521
B1 -0.019 -0.200 -3.156
N3 1.437 -0.224 -2.653
C5 2.474 -0.771 -3.333
C6 3.597 -0.713 -2.550
C7 3.166 -0.122 -1.354
C8 3.949 0.185 -0.119
N4 1.867 0.163 -1.422
N5 -0.831 1.042 -2.763
C9 -1.771 1.642 -3.533
C10 -2.386 2.619 -2.795
C11 -1.777 2.551 -1.534
C12 -2.042 3.368 -0.311
N6 -0.850 1.595 -1.523
N7 0.185 0.023 -4.731
C13 0.856 1.162 -5.219
C14 0.882 1.089 -6.579
C15 0.218 -0.108 -6.881
C16 -0.091 -0.759 -8.157
N8 -0.192 -0.732 -5.691
H1 -2.237 -4.476 -0.139
H2 -1.331 -3.201 0.667
H3 -3.024 -2.942 0.205
H4 -2.378 -4.317 -2.962
H5 -1.251 -2.515 -4.642
H6 2.354 -1.174 -4.325
H7 4.588 -1.047 -2.802
H8 5.009 -0.001 -0.277
H9 3.831 1.230 0.167
H10 3.637 -0.446 0.718
H11 -1.952 1.338 -4.550
H12 -3.162 3.291 -3.118
H13 -2.745 4.168 -0.525
H14 -2.481 2.760 0.484
H15 -1.122 3.821 0.061
H16 1.237 1.894 -4.526
H17 1.316 1.794 -7.266
H18 0.277 -0.193 -9.007
H19 0.341 -1.765 -8.166
H20 -1.174 -0.894 -8.243
C17 -0.245 1.104 7.113
C18 0.407 1.541 5.824
O1 0.627 0.391 4.949
P1 -0.345 0.156 3.717
O2 0.365 -1.164 3.056
C19 0.667 -2.366 3.836
C20 1.158 -3.436 2.896
O3 -1.650 -0.416 4.466
C21 -2.823 -0.700 3.677
C22 -3.968 -1.011 4.610
H21 -0.350 1.963 7.776
H22 0.371 0.360 7.615
H23 -1.232 0.683 6.930
H24 1.395 1.962 5.994
H25 -0.198 2.283 5.295
H26 -0.241 -2.664 4.360
H27 1.425 -2.099 4.570
H28 0.390 -3.722 2.176
H29 1.424 -4.327 3.464
H30 2.051 -3.107 2.361
H31 -2.611 -1.554 3.023
H32 -3.056 0.172 3.054
H33 -3.731 -1.876 5.228
H34 -4.867 -1.230 4.034
H35 -4.169 -0.162 5.260

LUMO level (spin up / spin down): -4.90 / -8.84 eV
E_tot: -52095.6253 eV
Charge: +2
Multiplicity: 2
Relative energy (zero: lowest compared OMol25 entry of this formula, charge and spin): 0.0 kcal/mol
HOMO (spin up / spin down): -0.5207 / -0.5209 hartree

[2]
# C22H35BF4N2O14PS

A cluster of 7 separate species, C22H35BF4N2O14PS in total in a non-equilibrium geometry (ωB97M-V/def2-TZVPD, OMol25).

Cartesian coordinates (Å):
N1 -0.037 -0.283 -0.832
H1 0.032 0.558 -1.387
H2 -0.897 -0.133 -0.324
H3 0.798 -0.661 -0.407
H4 -0.527 -1.063 -1.246
N2 -2.687 -1.998 -3.728
H5 -3.320 -2.539 -4.299
H6 -2.108 -2.585 -3.144
H7 -3.250 -1.360 -3.183
H8 -2.139 -1.327 -4.248
C1 -3.732 -0.356 -0.847
C2 -3.215 -0.346 0.550
C3 -4.260 -0.845 1.738
O1 -3.951 -0.636 2.902
C4 -5.424 -1.566 1.212
C5 -5.844 -1.630 -0.059
C6 -4.939 -1.000 -1.131
O2 -5.075 -1.242 -2.399
O3 -6.982 -2.233 -0.220
O4 -2.091 0.026 0.899
H9 -2.992 -0.002 -1.550
H10 -6.022 -2.062 1.962
C7 -3.466 -5.237 0.591
C8 -2.983 -4.700 -0.542
C9 -1.841 -3.637 -0.512
O5 -1.343 -3.024 -1.504
C10 -1.336 -3.211 0.706
C11 -1.768 -3.673 2.037
C12 -2.943 -4.749 1.948
O6 -3.553 -5.080 2.945
O7 -1.302 -3.274 3.057
O8 -3.536 -5.173 -1.649
H11 -4.196 -6.032 0.557
H12 -0.477 -2.566 0.819
B1 -0.585 0.785 -3.891
F1 -0.894 1.436 -2.680
F2 0.080 1.531 -4.723
F3 0.044 -0.397 -3.552
F4 -1.773 0.475 -4.524
C13 4.701 -2.958 2.134
C14 4.777 -1.360 2.065
C15 3.418 -0.615 2.240
S1 2.226 -1.806 1.555
O9 2.094 -1.449 0.148
O10 1.075 -1.602 2.389
C16 3.217 -3.435 1.737
H13 5.027 -3.048 3.171
H14 5.481 -3.456 1.558
H15 5.341 -0.880 1.266
H16 5.375 -1.040 2.918
H17 3.208 0.429 2.006
H18 3.053 -0.789 3.252
H19 3.155 -4.024 0.823
H20 2.648 -3.968 2.499
C17 3.579 5.852 2.485
C18 2.517 5.316 1.551
O11 2.814 3.871 1.302
P1 2.092 3.177 0.018
O12 2.020 1.696 -0.058
O13 0.659 3.899 0.093
C19 -0.276 3.492 1.041
C20 -1.591 3.289 0.271
O14 2.839 4.022 -1.201
C21 3.642 3.324 -2.165
C22 2.659 2.572 -3.033
H21 3.508 6.908 2.743
H22 3.200 5.410 3.406
H23 4.587 5.473 2.316
H24 1.510 5.278 1.967
H25 2.465 5.873 0.616
H26 -0.142 2.478 1.418
H27 -0.517 4.366 1.647
H28 -1.752 2.217 0.161
H29 -2.254 3.654 1.055
H30 -1.790 3.803 -0.669
H31 4.333 4.039 -2.612
H32 4.380 2.713 -1.645
H33 1.714 3.098 -3.171
H34 3.031 2.405 -4.044
H35 2.514 1.584 -2.595

LUMO level: 4.68 eV
E_tot: -86698.3339 eV
Charge: -3
HOMO: 0.0803 hartree